# C6H2O2

One molecule with the formula C6H2O2 at a distorted geometry (the ωB97M-V functional and the def2-TZVPD basis, the Open Molecules 2025 dataset).

The orbital gap (spin up / spin down) comes out at 6.8 / 6.8 eV. As for the total charge: 0.

XYZ file:
```
10
Properties=species:S:1:pos:R:3:forces:R:3:lowdin_charge:R:1
C 0.537943 0.854629 0.136036 -0.80 -0.16 0.31 -0.159
C -0.842979 0.594599 0.302871 -2.20 0.02 0.55 -0.162
C 1.064772 -0.558584 0.761204 1.19 2.67 -2.14 -0.039
C -0.991326 -0.418885 1.225029 -2.17 0.00 -0.26 -0.054
C 1.192880 -0.240260 -0.576439 2.53 -0.84 3.16 -0.152
C -0.635982 -0.996273 -1.992234 2.18 0.03 1.56 0.361
O 0.093993 -1.138891 1.500574 0.84 -1.61 0.47 -0.017
O 0.441837 -0.997156 -1.482197 -3.75 -1.94 -3.81 0.008
H 0.933349 1.816884 0.099384 1.01 1.43 0.04 0.106
H -1.794487 1.083937 0.025772 1.16 0.39 0.12 0.107
```
Forces are in eV/Å.

# C6H30B2NO4

A 6-piece molecular cluster, C6H30B2NO4 overall at a distorted geometry (the ωB97M-V functional and the def2-TZVPD basis, the Open Molecules 2025 dataset).

The orbital gap comes out at 8.1 eV. As for the total charge: -1.

XYZ file:
```
43
Properties=species:S:1:pos:R:3:forces:R:3:lowdin_charge:R:1
O 9.789240 -12.695710 -20.301970 2.43 1.44 -0.24 0.150
H 9.674420 -12.625610 -19.351440 -1.21 0.48 1.07 0.052
H 10.179880 -13.553490 -20.484210 1.37 -1.44 -0.86 0.011
H 8.991010 -12.544670 -20.813450 -1.95 -0.07 -0.44 0.020
B 11.718510 -14.587630 -20.887200 0.16 -0.29 -0.22 -0.408
H 11.672850 -14.257990 -19.860800 -0.33 1.48 4.19 -0.078
H 11.574540 -13.791930 -21.601610 -0.70 3.02 -2.70 -0.062
H 12.709950 -14.988380 -21.030980 3.98 -1.44 -0.53 -0.081
H 11.070810 -15.435740 -21.046670 -2.95 -3.14 -0.65 -0.069
B 7.392620 -13.051300 -21.567860 -0.37 -0.49 -0.40 -0.395
H 7.706220 -12.735370 -22.550750 1.06 1.07 -3.86 -0.024
H 7.883890 -13.966220 -21.274890 2.29 -3.21 1.15 -0.034
H 7.565290 -12.234020 -20.884870 0.60 2.78 2.97 -0.066
H 6.359520 -13.357480 -21.511200 -4.21 -0.60 0.01 -0.039
C 10.576920 -9.380730 -17.697390 -0.82 1.45 -0.92 -0.162
O 10.622200 -10.404750 -18.669750 0.30 -0.35 0.47 -0.117
H 10.884150 -8.492280 -18.249090 0.64 0.51 0.63 0.073
H 9.538890 -9.123010 -17.487210 -0.26 -0.34 0.64 0.072
H 11.147260 -9.484490 -16.774320 0.11 -0.60 -0.34 0.080
H 10.498880 -9.893380 -19.472800 0.00 -0.71 -0.44 0.082
C 5.857350 -9.942740 -20.662010 -0.09 0.16 0.36 -0.217
O 6.774070 -10.156320 -21.638460 1.37 0.50 -2.30 -0.149
H 4.992650 -10.592250 -20.798100 -0.39 0.12 0.32 0.081
H 6.360540 -10.145110 -19.716520 -0.55 0.19 0.73 0.069
H 5.621750 -8.887970 -20.803630 -0.58 0.05 0.73 0.075
H 6.973250 -11.090930 -21.730290 0.11 -0.46 -0.03 -0.019
C 10.221510 -13.533110 -16.977040 0.71 -0.84 0.86 -0.041
C 8.868410 -14.059650 -17.552790 1.55 0.60 -0.35 -0.400
C 7.945790 -14.672580 -16.565370 -0.50 0.07 2.11 -0.179
O 7.388260 -13.605830 -15.732870 0.21 -0.22 -0.30 -0.212
C 6.724640 -13.974590 -14.519890 0.60 -0.47 -1.31 -0.096
N 8.265990 -12.951610 -18.254010 -0.32 0.54 0.52 0.054
H 10.217590 -12.947180 -16.057930 -0.99 0.33 0.03 0.071
H 10.895430 -12.973670 -17.625860 -0.60 0.00 -0.66 0.063
H 10.872640 -14.344980 -16.653010 -0.17 -0.58 -0.21 0.073
H 9.093450 -14.849550 -18.269390 0.23 0.00 -0.20 0.152
H 8.488870 -15.387350 -15.947090 0.29 0.03 0.44 0.118
H 7.196580 -15.307550 -17.038230 -0.58 0.47 -0.26 0.126
H 5.755350 -14.396800 -14.785030 -0.14 -0.27 0.31 0.081
H 6.566780 -13.105670 -13.881010 0.21 0.12 -0.27 0.081
H 7.365540 -14.698690 -14.016860 -0.26 -0.19 0.39 0.079
H 7.979600 -12.319050 -17.520550 -0.14 0.44 -0.03 0.091
H 7.420610 -13.213860 -18.740470 -0.10 -0.14 -0.41 0.095
```
Forces are in eV/Å.

# C6H30N12O9

A 9-piece molecular cluster, C6H30N12O9 overall at a distorted geometry (the ωB97M-V functional and the def2-TZVPD basis, the Open Molecules 2025 dataset).

Its SMILES is NC(N)=O.NC(N)=O.NC(N)=O.NC(N)=O.NC(N)=O.NC(N)=O.O.O.O. The orbital gap comes out at 9.8 eV. As for the total charge: 0.

XYZ file:
```
57
Properties=species:S:1:pos:R:3:forces:R:3:lowdin_charge:R:1
C 4.320831 -11.568304 8.110400 2.70 -1.41 -1.17 -0.750
O 5.100348 -12.150854 7.366407 -0.33 0.06 -0.09 0.032
N 3.002915 -11.592672 8.027543 -1.47 -0.42 -0.53 0.169
N 4.708075 -10.858676 9.161136 0.60 1.75 2.74 0.152
H 2.585778 -10.779417 8.457341 -0.91 -0.43 -0.89 0.112
H 2.714701 -12.090310 7.197248 -1.03 0.50 0.11 0.106
H 5.659250 -10.752360 9.483729 -0.24 -0.28 -0.44 0.118
H 3.970984 -10.724735 9.838515 0.64 0.23 0.26 0.078
C 3.648801 -13.537218 13.557084 -3.26 1.43 -0.43 -0.810
O 2.566565 -13.383460 14.108619 -0.91 0.08 -0.24 0.023
N 4.632839 -14.080246 14.143697 4.31 -3.11 4.01 0.170
N 3.930139 -13.193980 12.322734 0.19 1.17 -3.62 0.166
H 5.596580 -14.094164 13.841862 -0.44 -0.03 -0.02 0.119
H 4.384970 -14.542311 15.006920 0.45 0.17 0.01 0.130
H 3.261099 -12.662883 11.783826 0.18 0.14 0.21 0.049
H 4.838534 -13.379133 11.921935 -0.35 0.09 0.05 0.109
C -2.463378 -14.857719 10.178963 -2.17 1.62 0.77 -0.728
O -3.201687 -13.861175 10.227849 0.90 -0.80 -0.72 0.009
N -1.643437 -15.188751 11.148722 2.08 -0.68 2.35 0.165
N -2.464601 -15.817413 9.248217 -0.81 -0.53 -2.55 0.159
H -1.576300 -14.689552 12.024153 -0.14 -0.08 -0.39 0.125
H -1.043448 -15.983629 10.980522 0.07 0.40 0.53 0.085
H -2.826538 -15.545972 8.345212 -0.05 -0.35 0.17 0.110
H -1.908911 -16.657219 9.325914 -0.03 0.43 -0.17 0.102
C 0.021189 -13.791772 5.801325 -0.81 -0.21 -0.44 -0.764
O 0.488484 -13.118471 6.665533 1.78 2.46 2.54 0.042
N -0.414969 -14.995424 6.011100 -1.06 -3.71 1.12 0.191
N -0.246147 -13.392131 4.591560 -0.18 1.75 -3.97 0.184
H -0.360980 -15.331871 6.961882 0.10 -0.41 -0.16 0.089
H -0.768784 -15.557221 5.249974 0.02 -0.06 0.60 0.122
H 0.022324 -12.475855 4.262220 0.07 -0.28 0.21 0.128
H -0.514884 -14.073506 3.896151 0.05 0.45 0.05 0.115
C 4.024762 -18.143284 11.649455 1.93 1.37 -0.04 -0.810
O 4.083772 -19.183414 12.198377 -0.42 -3.59 1.74 0.081
N 3.198501 -17.798696 10.700331 -3.76 -0.21 -3.04 0.163
N 4.917228 -17.177097 11.856924 0.92 1.30 0.61 0.155
H 3.163886 -16.905571 10.229977 0.26 -0.37 0.08 0.091
H 2.731963 -18.565327 10.236937 -0.18 0.29 0.02 0.129
H 5.576792 -17.372299 12.596505 0.06 0.85 -0.33 0.116
H 4.741037 -16.367014 11.280019 1.20 0.33 0.85 0.094
C 1.071654 -15.071153 9.735585 0.96 1.68 0.76 -0.793
O 0.728422 -15.958745 9.028959 -1.94 -4.18 -2.65 0.018
N 1.200752 -13.854063 9.291937 0.23 2.30 -0.79 0.212
N 1.375355 -15.215853 10.998219 0.88 0.06 3.04 0.188
H 1.673906 -13.145420 9.834202 -0.28 0.15 -0.42 0.070
H 0.998569 -13.729936 8.310205 0.13 0.58 -0.18 0.058
H 1.540661 -16.118102 11.420974 -0.03 0.28 -0.01 0.112
H 1.667215 -14.344359 11.417034 0.15 -0.71 0.89 0.086
O 1.783324 -11.553130 11.340768 0.22 -0.05 -0.25 -0.040
H 1.764277 -10.676022 10.957966 -0.13 0.26 -0.12 0.057
H 0.959637 -11.622260 11.823447 -0.27 -0.11 0.33 0.072
O 1.664833 -17.318558 6.961626 0.52 -0.61 -0.74 -0.070
H 0.781774 -17.399066 6.601117 -0.07 -0.06 -0.02 0.008
H 1.557290 -16.772280 7.740238 -0.28 0.32 0.44 -0.038
O -1.224104 -11.807836 8.922482 0.20 0.57 0.01 -0.057
H -0.959390 -12.528759 8.351143 0.18 -0.14 -0.27 -0.012
H -1.377110 -12.219425 9.773021 -0.40 -0.24 0.18 0.004
```
Forces are in eV/Å.

Which total energy belongs to each record? In order, -379.88880 -651.74469 -1581.02744 Ha.